The following is a quantum chemistry calculation of a molecular structure, C22H54Br4N2O8, from the Open Molecules 2025 dataset.

Positions of all 90 atoms, in Å:
C: 3.2326 1.8364 2.3017
N: 4.6664 2.0035 2.6796
O: 5.5188 1.4259 1.9972
O: 4.9379 2.7703 3.5819
H: 2.6352 2.6713 2.6680
H: 2.8153 0.8733 2.5957
H: 3.2456 1.8894 1.2131
C: -2.3686 -2.6463 -1.7600
N: -3.2925 -1.5022 -2.1941
O: -4.4157 -1.7591 -2.7098
O: -2.8930 -0.4166 -1.9434
H: -1.3384 -2.3166 -1.6256
H: -2.5461 -3.4212 -2.5057
H: -2.7442 -2.9614 -0.7865
Br: 1.0305 2.5273 2.9003
C: -0.6584 1.9659 3.8230
C: -1.7998 2.0324 2.8097
Br: -3.4647 1.1260 3.5151
H: -0.8186 2.4935 4.7633
H: -0.4536 0.9943 4.2725
H: -1.4442 1.6149 1.8676
H: -1.8887 3.0877 2.5517
Br: 1.7338 4.5106 -0.9293
C: 2.9032 5.8599 -0.0126
C: 2.7758 5.8745 1.5441
Br: 3.6675 4.2476 2.1840
H: 2.7064 6.8076 -0.5138
H: 3.9164 5.5951 -0.3150
H: 1.7196 5.7834 1.7977
H: 3.2261 6.7648 1.9830
C: 3.2467 -1.2488 -1.4449
C: 2.0978 -2.2657 -1.4310
O: 1.7214 -2.4263 -0.0935
C: 0.6456 -3.3830 0.1100
C: 0.4822 -3.5522 1.5820
H: 4.1994 -1.6735 -1.1284
H: 3.3508 -0.7594 -2.4133
H: 3.0037 -0.3980 -0.8084
H: 1.2797 -1.8503 -2.0194
H: 2.4703 -3.2059 -1.8377
H: -0.3360 -3.1072 -0.2754
H: 0.7840 -4.3648 -0.3429
H: 0.3762 -2.6010 2.1036
H: 1.2310 -4.2565 1.9445
H: -0.4991 -4.0168 1.6786
C: 2.0344 2.2865 -0.3065
C: 1.5380 1.0237 0.3758
O: 0.1229 0.9558 0.4020
C: -0.4168 -0.3033 0.6530
C: -1.9539 -0.2998 0.4989
H: 1.7354 2.4934 -1.3340
H: 1.6766 3.1731 0.2170
H: 3.1191 2.3841 -0.3520
H: 1.8196 0.1759 -0.2486
H: 2.1089 0.8841 1.2938
H: -0.1331 -0.9552 -0.1732
H: -0.1216 -0.7348 1.6094
H: -2.3655 0.4762 1.1443
H: -2.3356 -1.2813 0.7801
H: -2.2042 0.0176 -0.5134
C: -1.0168 -5.9713 -1.5794
C: -1.9874 -5.8818 -0.4220
O: -2.0618 -4.5243 0.0723
C: -3.0573 -4.2383 1.1030
C: -2.9122 -2.8042 1.6323
H: -0.8192 -7.0069 -1.8560
H: -1.3808 -5.5363 -2.5102
H: -0.0585 -5.5070 -1.3465
H: -2.9286 -6.2499 -0.8304
H: -1.7425 -6.6076 0.3535
H: -4.0957 -4.2601 0.7725
H: -2.9656 -4.9607 1.9141
H: -3.0565 -2.0807 0.8299
H: -1.8748 -2.6952 1.9484
H: -3.6492 -2.5868 2.4054
C: 1.0957 3.4624 -3.3671
C: 0.1748 2.8316 -2.3065
O: -1.1683 2.8157 -2.8147
C: -2.0692 2.3034 -1.8670
C: -3.4434 2.1267 -2.5273
H: 0.6370 3.2663 -4.3363
H: 1.3523 4.5116 -3.2208
H: 2.0245 2.8962 -3.4368
H: 0.5283 1.8108 -2.1616
H: 0.2332 3.3359 -1.3420
H: -1.6573 1.3659 -1.4936
H: -2.0523 3.0347 -1.0589
H: -4.1103 1.6988 -1.7788
H: -3.3835 1.4357 -3.3682
H: -3.8370 3.0966 -2.8313

Largest force on an atom: 10.73 eV Å⁻¹
DFT total energy: -11877.3127 a.u.
Total charge: 0
Frontier orbital gap: 8.30 eV
HOMO energy: -8.296 eV

These are the Mulliken partial charges, in e, on atoms 1 to 6: C -1.255; N 0.908; O -0.630; O -0.571; H 0.601; H 0.841